(1)
# C3H5NO3

2 unconnected molecules or ions with the total composition C3H5NO3 at a distorted geometry (ωB97M-V with the def2-TZVPD basis set, the OMol25 dataset).

Relative energy (zero: lowest compared OMol25 entry of this formula, charge and spin) ... 5.712 eV
LUMO level ... 0.218 eV
SMILES ... O=[NH+][O-].CC=C=O
HOMO ... -9.104 eV
Electronic energy ... -397.6268 a.u.

Each line ends with the Löwdin charge.
Cartesian coordinates (Å):
C1 0.235 0.995 0.380  -0.21
C2 1.957 -0.529 -0.291  -0.05
C3 1.167 0.182 0.791  -0.11
N1 -2.624 -0.093 -0.234  -0.29
O1 -0.425 1.768 -0.215  0.13
O2 -2.185 -0.512 0.820  0.04
O3 -3.001 -0.756 -1.170  0.06
H1 -2.658 0.955 -0.249  0.18
H2 1.521 -0.466 -1.208  0.05
H3 2.859 -0.019 -0.293  0.06
H4 1.940 -1.541 -0.118  0.06
H5 1.215 0.015 1.787  0.07

---

(2)
# C5H5IN4

A gas-phase ion, C5H5IN4 (charge +2) at a distorted geometry (ωB97M-V with the def2-TZVPD basis set, the OMol25 dataset).

Total charge ... +2
Relative energy (zero: lowest compared OMol25 entry of this formula, charge and spin) ... 0.217 eV
LUMO level ... -10.489 eV
HOMO ... -17.944 eV
Electronic energy ... -709.4749 a.u.

Each line ends with the Löwdin charge.
Cartesian coordinates (Å):
C1 2.448 -0.897 1.047  -0.19
C2 -0.581 2.523 0.431  -0.09
C3 0.466 -1.967 0.099  -0.01
C4 -0.380 0.283 0.470  -0.22
C5 0.518 0.938 1.305  -0.51
N1 1.668 -1.590 0.393  0.10
N2 0.394 2.299 1.260  0.08
N3 -1.086 1.364 -0.135  0.16
N4 -0.490 -1.044 0.015  0.19
I1 1.679 0.071 2.940  1.63
H1 3.368 -0.457 0.729  0.11
H2 -1.019 3.462 0.153  0.16
H3 0.267 -2.951 -0.226  0.17
H4 -1.711 1.411 -0.945  0.19
H5 -1.451 -1.230 -0.294  0.21